[1]
{
  "formula": "C10H16F6N3O7PRhS2Te",
  "method": "ωB97M-V with the def2-TZVPD basis set",
  "e_lumo_ev": [-6.11, -5.79],
  "homo_energy_ev": [-12.175, -12.183],
  "max_force_ev_per_a": 3.1,
  "multiplicity": 1,
  "total_charge": 1,
  "species": ["Rh", "F", "C", "F", "F", "S", "O", "O", "N", "S", "O", "O", "C", "F", "F", "F", "C", "C", "O", "P", "O", "Te", "O", "C", "C", "H", "H", "H", "H", "H", "H", "H", "H", "H", "H", "C", "N", "C", "C", "N", "C", "H", "H", "H", "H", "H", "H"],
  "xyz": [[0.61345, -1.09344, 0.26607], [5.06355, -2.45894, -0.67663], [4.61845, -3.18464, 0.34177], [5.37595, -2.95804, 1.39907], [4.67515, -4.46224, 0.01837], [2.86295, -2.64104, 0.74367], [1.98355, -3.01854, -0.34533], [2.91945, -1.18884, 0.87017], [2.59565, -3.37284, 2.09557], [1.21225, -3.06434, 2.79437], [0.19195, -2.69654, 1.82077], [0.83755, -3.99384, 3.78427], [1.55275, -1.39104, 3.65577], [1.01325, -0.40944, 2.88967], [1.00495, -1.29474, 4.85267], [2.85025, -1.13594, 3.75157], [-0.12135, 2.09766, -2.90933], [-1.58415, 1.78036, -2.65843], [-1.79595, 1.16106, -1.38433], [-1.86705, -0.40004, -1.08043], [-1.64445, -0.61004, 0.37017], [-0.04835, -1.57204, -2.30573], [-3.29165, -0.92414, -1.45833], [-4.02915, -0.61584, -2.65283], [-5.31435, -1.41524, -2.58913], [-0.04505, 2.67416, -3.82713], [0.46425, 1.17896, -3.02353], [0.29825, 2.67736, -2.09423], [-1.97115, 1.14746, -3.46253], [-2.16835, 2.70386, -2.61013], [-3.43275, -0.88604, -3.53273], [-4.23635, 0.45706, -2.67213], [-5.09705, -2.47774, -2.65143], [-5.96835, -1.13154, -3.40803], [-5.81735, -1.21484, -1.64843], [-0.10065, 3.92366, 2.40737], [0.51165, 2.92096, 1.57867], [1.77345, 2.95876, 1.06287], [1.94485, 1.80586, 0.34987], [0.79235, 1.08636, 0.41837], [-0.05035, 1.77886, 1.17617], [0.42885, 4.86726, 2.29157], [-0.07085, 3.63386, 3.45907], [-1.14195, 4.05606, 2.12027], [2.45285, 3.76856, 1.24067], [2.80685, 1.46586, -0.18993], [-1.04765, 1.46776, 1.42177]],
  "forces_ev_per_a": [[-1.5, 2.7, 0.3], [-0.4, 0.1, 0.1], [0.3, -0.1, 0.1], [-0.1, 0.1, 0.1], [-0.4, 0.1, 0.1], [1.0, -1.1, 0.2], [0.1, -0.4, -0.5], [-0.6, 0.8, -0.4], [0.1, -0.2, -0.1], [0.2, 0.7, 0.6], [-0.4, 0.2, -0.5], [0.3, -0.3, 0.3], [0.2, 0.3, 0.1], [-0.1, -0.1, -0.1], [-0.1, -0.4, -0.2], [-0.1, -0.3, 0.0], [-0.1, -0.4, 0.1], [0.2, 0.5, -0.6], [-0.1, -0.9, 0.6], [-0.5, 0.7, -2.1], [2.1, -0.8, 1.0], [-0.2, 0.5, 1.5], [0.6, 0.0, 0.4], [-0.5, 0.0, -0.4], [0.3, 0.1, 0.0], [0.0, 0.1, -0.1], [-0.1, 0.3, 0.0], [0.0, 0.1, 0.1], [-0.1, 0.1, 0.1], [0.0, -0.2, -0.1], [0.0, 0.0, 0.1], [0.1, -0.1, 0.0], [0.0, -0.1, 0.0], [-0.1, 0.0, -0.1], [-0.1, 0.0, 0.1], [-0.4, 0.5, 0.6], [0.0, -0.5, -0.5], [0.6, -0.4, -0.4], [0.4, 0.5, 0.1], [-0.4, -1.7, 0.0], [-0.3, -0.3, -0.1], [0.0, -0.1, -0.1], [0.1, 0.0, -0.1], [0.1, 0.0, 0.0], [0.0, 0.2, 0.0], [0.1, -0.1, 0.0], [-0.1, 0.0, 0.1]]
}

---

[2]
{
  "formula": "C38H35FN3",
  "method": "ωB97M-V with the def2-TZVPD basis set",
  "e_lumo_ev": -5.19,
  "homo_energy_ev": -11.187,
  "max_force_ev_per_a": 4.1,
  "multiplicity": 1,
  "total_charge": 1,
  "species": ["C", "N", "C", "C", "C", "C", "C", "C", "C", "C", "C", "C", "C", "C", "C", "C", "C", "H", "H", "H", "H", "H", "H", "H", "H", "H", "H", "H", "H", "H", "H", "F", "C", "C", "C", "C", "C", "C", "C", "C", "C", "C", "C", "C", "C", "C", "C", "C", "C", "N", "C", "C", "C", "N", "C", "C", "H", "H", "H", "H", "H", "H", "H", "H", "H", "H", "H", "H", "H", "H", "H", "H", "H", "H", "H", "H", "H"],
  "xyz": [[3.04140, 1.48768, 3.13238], [1.80574, 0.76109, 2.90259], [0.65022, 1.31608, 2.46209], [-0.34661, 0.29951, 2.32916], [-1.61172, 0.43233, 1.75779], [-2.80977, -0.13094, 2.36818], [-3.27535, -1.41644, 2.04863], [-4.56017, -1.82500, 2.43110], [-5.35171, -1.00302, 3.23839], [-4.82512, 0.21310, 3.70553], [-3.59218, 0.66518, 3.24891], [0.23277, -0.89476, 2.94662], [-0.24816, -2.15767, 3.26796], [0.60747, -3.04367, 3.95177], [1.91835, -2.67815, 4.29902], [2.42870, -1.42094, 3.93431], [1.57724, -0.56545, 3.25876], [3.79708, 0.80345, 3.51810], [3.41677, 1.94330, 2.20648], [2.85816, 2.27706, 3.86917], [0.52318, 2.40258, 2.49162], [-1.74126, 1.37579, 1.22600], [-2.62936, -2.06051, 1.45652], [-4.93777, -2.79395, 2.09122], [-6.36375, -1.30459, 3.51835], [-5.37562, 0.82586, 4.42663], [-3.18889, 1.63415, 3.55450], [-1.26911, -2.43337, 3.01449], [0.24730, -4.04477, 4.22057], [2.56794, -3.37782, 4.82619], [3.44003, -1.09718, 4.15716], [2.06129, -0.02230, 0.01984], [1.52261, 0.22684, -1.29109], [2.54232, 1.08560, -2.03077], [3.80221, 1.35364, -1.50262], [4.56870, 2.38187, -2.04921], [4.10740, 3.07902, -3.17094], [2.90901, 2.70052, -3.79004], [2.12869, 1.69329, -3.21657], [1.26830, -1.13994, -1.92159], [1.88611, -1.49246, -3.11815], [1.59861, -2.72053, -3.72084], [0.72204, -3.60636, -3.10445], [0.15784, -3.28045, -1.86729], [0.47138, -2.07182, -1.24533], [0.22334, 1.04672, -1.03785], [0.51461, 2.45051, -0.49349], [-0.57541, 3.37263, -0.99452], [-1.36764, 2.59663, -2.03890], [-0.71105, 1.24210, -2.19042], [-1.65287, 0.18518, -2.33727], [-2.54783, -0.03775, -1.28068], [-3.15834, -1.28329, -1.18282], [-2.86012, -2.22250, -2.06529], [-2.28952, -1.92624, -3.23541], [-1.64311, -0.70085, -3.42584], [4.17767, 0.77334, -0.66066], [5.51558, 2.64503, -1.58003], [4.68117, 3.92804, -3.56044], [2.56030, 3.19470, -4.69730], [1.18439, 1.37641, -3.66199], [2.58215, -0.80062, -3.59534], [2.07732, -2.96095, -4.67092], [0.46166, -4.55221, -3.58381], [-0.54083, -3.96070, -1.38201], [0.08993, -1.83985, -0.24515], [-0.33042, 0.47122, -0.27404], [0.46980, 2.36597, 0.58987], [1.50952, 2.77903, -0.77428], [-1.23976, 3.60643, -0.14901], [-0.20354, 4.31566, -1.40883], [-2.41583, 2.48000, -1.71776], [-1.39262, 3.09699, -3.00939], [-2.67419, 0.67931, -0.47791], [-3.85658, -1.51321, -0.37238], [-2.26682, -2.68991, -4.01631], [-1.05325, -0.49362, -4.32093]],
  "forces_ev_per_a": [[0.3, 0.5, 0.2], [-2.1, 1.6, -0.5], [2.2, -0.5, 0.4], [-1.7, -0.9, -0.7], [2.1, 2.1, 2.9], [-1.7, -1.5, -0.2], [-0.2, 0.4, 0.1], [0.1, 0.0, 0.2], [0.4, 0.1, 0.0], [0.0, -0.1, -0.1], [0.6, -0.1, -0.7], [0.9, -0.1, 0.5], [0.3, -0.3, 0.1], [0.0, 0.1, -0.1], [0.0, 0.3, -0.4], [-0.2, -0.2, -0.2], [-0.7, -1.2, 0.1], [-0.2, 0.2, -0.1], [-0.3, -0.3, 0.2], [0.1, -0.1, -0.1], [0.2, -0.5, -0.5], [-0.1, -0.1, 0.0], [-0.4, 0.1, -0.1], [0.1, 0.4, 0.2], [0.4, 0.0, 0.0], [0.1, -0.2, -0.4], [-0.3, -0.2, 0.0], [0.4, -0.1, 0.2], [0.1, 0.5, -0.1], [-0.3, 0.2, -0.1], [-0.1, -0.4, 0.1], [-0.5, 0.2, -0.3], [0.5, -0.2, -0.5], [-0.2, -0.3, 0.0], [-0.1, 0.2, 0.0], [-0.1, 0.0, -0.3], [0.0, 0.1, 0.0], [0.1, -0.2, 0.3], [0.3, 0.3, -0.2], [0.4, 0.1, 0.4], [-0.3, -0.1, -0.2], [0.1, 0.2, 0.1], [-0.2, 0.0, 0.0], [0.2, 0.1, 0.3], [-0.1, 0.0, -0.4], [-0.7, -0.1, 0.0], [0.2, -0.6, 0.1], [-0.6, 0.4, 0.2], [-0.1, -0.8, -0.3], [0.4, 1.2, 0.0], [-0.2, -0.5, 0.2], [0.0, -0.6, 0.0], [0.7, 0.6, -0.4], [-1.6, -1.2, -1.0], [0.4, 0.7, 0.7], [0.1, 0.2, 0.6], [-0.2, 0.3, -0.1], [-0.2, -0.1, -0.2], [-0.2, -0.4, 0.1], [0.2, -0.1, 0.2], [0.3, 0.3, 0.1], [-0.3, -0.3, 0.1], [-0.2, -0.1, 0.3], [0.1, 0.3, 0.1], [0.2, 0.1, -0.1], [0.0, -0.1, -0.4], [0.4, 0.0, -0.2], [0.3, 0.3, -0.2], [0.1, 0.1, 0.0], [0.1, 0.2, -0.3], [0.0, -0.2, 0.2], [0.3, 0.0, -0.2], [0.1, -0.1, 0.1], [-0.1, 0.1, -0.3], [0.4, -0.1, -0.3], [0.1, 0.1, 0.4], [-0.2, 0.0, 0.3]]
}

---

[3]
{
  "formula": "C8H15N4",
  "method": "ωB97M-V with the def2-TZVPD basis set",
  "e_lumo_ev": [-3.58, -5.77],
  "homo_energy_ev": [-11.392, -13.237],
  "s_squared": 2.016,
  "max_force_ev_per_a": 5.8,
  "multiplicity": 3,
  "total_charge": 1,
  "species": ["C", "C", "C", "C", "C", "C", "C", "C", "N", "N", "N", "N", "H", "H", "H", "H", "H", "H", "H", "H", "H", "H", "H", "H", "H", "H", "H"],
  "xyz": [[-0.44119, 0.55456, 2.22011], [1.88214, 0.72051, 1.93773], [0.31127, -2.72400, -1.25377], [-0.00683, -2.04390, 0.10633], [0.68969, -1.33661, -1.69213], [-0.95992, 1.11664, 0.86698], [-0.32731, -0.73890, -0.67733], [-0.10027, 0.61461, -0.22054], [0.69223, 0.54878, 2.64751], [2.01366, 0.77359, 0.72713], [0.42627, 1.57602, -1.14305], [-0.94904, 2.58938, 1.04670], [-1.28184, 0.29188, 2.92916], [2.72340, 0.89901, 2.68098], [1.02207, -3.42730, -0.90195], [-0.48048, -3.08790, -1.92910], [-0.73554, -2.38341, 0.75229], [0.91175, -1.74904, 0.62761], [1.71921, -0.96435, -1.35323], [0.49947, -1.15989, -2.80244], [-2.00817, 0.90355, 0.71721], [-1.44461, -0.78676, -0.95445], [1.43868, 1.38521, -1.23690], [0.16042, 1.49704, -2.16691], [-1.83149, 3.08977, 1.35397], [0.22950, 2.60487, -0.93240], [-0.06732, 2.79270, 1.50368]],
  "forces_ev_per_a": [[-5.7, 0.2, -1.2], [1.4, 1.2, 2.5], [0.0, 0.3, 1.9], [0.0, 1.9, -0.8], [0.6, 1.8, -2.3], [0.2, 1.5, 1.7], [-0.8, -0.6, -1.3], [-2.5, 0.4, -0.5], [2.9, -1.2, 2.0], [1.7, -0.1, -0.9], [0.5, 1.3, -2.8], [-0.1, -0.1, -0.8], [0.9, 0.2, -0.5], [-0.5, -0.4, -1.1], [1.1, -1.1, -1.3], [0.1, -0.2, 1.0], [-1.5, -0.9, 1.5], [0.0, -1.0, 0.1], [-1.2, -0.8, -0.7], [0.6, 0.1, 1.3], [-0.3, -0.8, -0.1], [1.4, -0.2, -0.3], [0.1, 0.5, 0.6], [-0.5, -0.4, 1.2], [1.9, -1.2, -0.2], [0.2, -1.6, 0.5], [-0.7, 1.0, 0.4]]
}

---

[4]
{
  "formula": "C19H13BrN3O2PdSSbSe4",
  "method": "ωB97M-V with the def2-TZVPD basis set",
  "e_lumo_ev": 3.83,
  "homo_energy_ev": -1.002,
  "max_force_ev_per_a": 1.3,
  "multiplicity": 1,
  "total_charge": -2,
  "species": ["Pd", "N", "C", "C", "C", "C", "C", "C", "S", "N", "C", "C", "C", "C", "C", "C", "N", "H", "H", "H", "H", "H", "H", "H", "H", "H", "Se", "Sb", "Se", "Se", "Se", "Br", "C", "C", "C", "C", "C", "C", "C", "O", "O", "H", "H", "H", "H"],
  "xyz": [[-0.51914, 0.72571, -0.17209], [1.08282, 0.56245, 3.70298], [0.08127, -0.08654, 4.46459], [0.39426, -0.95941, 5.49494], [-0.63353, -1.58805, 6.18902], [-1.95492, -1.38474, 5.81920], [-2.26506, -0.53434, 4.76417], [-1.24301, 0.14710, 4.12323], [-1.58455, 1.31613, 2.85168], [-0.27100, 0.95690, 1.83512], [0.87233, 0.65016, 2.32407], [1.97532, 0.36576, 1.40350], [3.27850, 0.07322, 1.80348], [4.23314, -0.20770, 0.84602], [3.87331, -0.20203, -0.49366], [2.56040, 0.09515, -0.81661], [1.64835, 0.37737, 0.10580], [2.00634, 0.24602, 3.94436], [1.43267, -1.15046, 5.74711], [-0.39425, -2.26342, 7.00149], [-2.74818, -1.91269, 6.33299], [-3.27771, -0.40897, 4.39290], [3.55919, 0.06412, 2.84832], [5.24943, -0.43329, 1.14402], [4.58836, -0.41687, -1.27511], [2.22425, 0.13562, -1.84380], [-4.84476, -0.40176, 1.98835], [-3.36656, -0.38571, 0.00588], [-1.45124, -1.90610, 0.42595], [-2.56455, 2.07220, -0.20207], [-4.44008, -0.86465, -2.12077], [2.39380, 1.34335, -5.37642], [0.55998, 0.82623, -5.50684], [0.12741, 0.46104, -6.77305], [-1.17634, 0.02007, -6.95133], [-2.02821, -0.07194, -5.86277], [-1.58052, 0.28486, -4.59889], [-0.28055, 0.75547, -4.39999], [0.09406, 1.16569, -2.98726], [0.96719, 2.00340, -2.78058], [-0.59250, 0.51806, -2.12866], [0.81530, 0.51670, -7.60609], [-1.51376, -0.26184, -7.94224], [-3.04373, -0.43047, -5.97658], [-2.24356, 0.18819, -3.74436]],
  "forces_ev_per_a": [[1.0, 0.8, 0.3], [0.1, 0.0, -0.1], [-0.1, -0.1, 0.1], [0.0, 0.0, 0.0], [0.0, 0.0, 0.0], [0.0, 0.0, 0.0], [0.0, 0.0, 0.0], [0.2, 0.0, 0.0], [-0.3, 0.0, 0.0], [0.0, 0.0, -0.4], [-0.1, 0.1, 0.4], [0.4, -0.2, -0.2], [-0.1, 0.0, 0.2], [0.1, 0.0, -0.1], [0.0, 0.0, 0.1], [0.1, 0.0, -0.1], [-0.4, -0.1, 0.0], [0.0, 0.0, 0.0], [0.0, 0.0, 0.0], [0.0, 0.0, 0.0], [0.0, 0.0, 0.0], [0.0, 0.0, 0.0], [0.0, 0.0, 0.0], [0.0, 0.0, 0.0], [0.0, 0.0, 0.0], [0.0, 0.0, 0.0], [0.0, 0.0, -0.1], [-0.9, 0.0, 0.3], [0.2, 0.0, 0.1], [0.2, -0.4, 0.0], [-0.1, 0.0, -0.1], [0.0, 0.0, 0.0], [0.0, 0.0, 0.1], [0.0, 0.0, 0.0], [0.1, 0.0, 0.0], [0.0, 0.0, 0.1], [-0.1, 0.0, -0.2], [-0.1, 0.0, -0.1], [0.1, 0.0, 0.2], [0.0, 0.0, 0.0], [-0.2, -0.2, -0.4], [0.0, 0.0, 0.0], [0.0, 0.0, 0.0], [0.0, 0.0, 0.0], [0.0, 0.0, 0.0]]
}

---

| no. | E_tot (eV) |
| --- | --- |
| 1 | -86990.818 |
| 2 | -47153.813 |
| 3 | -14486.374 |
| 4 | -380763.792 |